[1]
{"formula": "C44H33Br2N6O4P2SZr", "method": "ωB97M-V/def2-TZVPD", "homo_lumo_gap_ev": 6.512, "charge": 3, "e_homo_ev": -16.09, "e_tot_ev": -234051.7488, "lumo_energy_ev": -9.574, "species": ["Zr", "S", "N", "C", "C", "C", "C", "C", "N", "C", "C", "N", "C", "C", "C", "C", "C", "N", "H", "H", "H", "H", "H", "H", "Br", "C", "Br", "H", "H", "O", "C", "C", "C", "C", "C", "C", "C", "O", "N", "O", "O", "H", "H", "H", "H", "N", "P", "C", "C", "C", "C", "C", "C", "C", "C", "C", "C", "C", "C", "P", "C", "C", "C", "C", "C", "C", "C", "C", "C", "C", "C", "C", "H", "H", "H", "H", "H", "H", "H", "H", "H", "H", "H", "H", "H", "H", "H", "H", "H", "H", "H", "H", "H"], "coordinates": [[-0.356656, -0.614708, -0.615213], [-6.600440, -4.692907, 1.634960], [-5.540708, -3.843882, 2.491641], [-4.647955, -3.370404, 1.637435], [-3.486003, -2.583488, 1.979276], [-3.139179, -2.230197, 3.288516], [-1.998721, -1.488575, 3.504172], [-1.220868, -1.121184, 2.416884], [-1.529659, -1.455852, 1.161155], [-2.659012, -2.172270, 0.935902], [-2.967965, -2.482217, -0.448799], [-2.119063, -1.990979, -1.380554], [-2.346428, -2.291144, -2.659416], [-3.418934, -3.070208, -3.074430], [-4.297229, -3.559794, -2.134360], [-4.071757, -3.266076, -0.785784], [-4.926323, -3.714062, 0.290888], [-6.024415, -4.439943, 0.158039], [-3.774532, -2.545680, 4.106991], [-1.699661, -1.193867, 4.500012], [-0.323132, -0.533497, 2.557538], [-1.636170, -1.915320, -3.383079], [-3.548287, -3.280682, -4.126711], [-5.149505, -4.166910, -2.412537], [1.080285, -2.984439, -4.103081], [1.718300, -3.902137, -2.560714], [0.661263, -3.531955, -0.935685], [2.731626, -3.590405, -2.338581], [1.629358, -4.971282, -2.709041], [-0.269676, -0.040139, -2.598924], [-0.879382, 0.857601, -3.281499], [-1.795209, 1.776534, -2.772621], [-2.284859, 2.786670, -3.640533], [-3.107891, 3.737495, -3.136217], [-3.492891, 3.739331, -1.786208], [-3.044989, 2.761979, -0.927170], [-2.201055, 1.754163, -1.398190], [-1.793866, 0.797667, -0.594720], [-3.605946, 4.808482, -4.029885], [-3.271591, 4.741497, -5.189379], [-4.289611, 5.661510, -3.517249], [-0.636483, 0.895403, -4.345032], [-2.003459, 2.817370, -4.686529], [-4.151899, 4.527143, -1.443198], [-3.344039, 2.748744, 0.112084], [1.887843, 0.571767, 1.663618], [1.966056, -0.971300, 0.962593], [2.297305, -2.098906, 2.320291], [2.856796, -3.350300, 2.051771], [3.081791, -4.242840, 3.087052], [2.757986, -3.891873, 4.391541], [2.215038, -2.643401, 4.665757], [1.978771, -1.748560, 3.634075], [3.359069, -1.050978, -0.175693], [3.072791, -0.944835, -1.536608], [4.093155, -0.865594, -2.470750], [5.412417, -0.892089, -2.038413], [5.708086, -1.004401, -0.683070], [4.685589, -1.084116, 0.250138], [0.973002, 1.570369, 0.632784], [2.050213, 2.648983, -0.321186], [2.219299, 2.423092, -1.687370], [3.066312, 3.234015, -2.427788], [3.750219, 4.266712, -1.801954], [3.587203, 4.495185, -0.439765], [2.734483, 3.695214, 0.301042], [0.022338, 2.656788, 1.704510], [-0.525343, 3.816477, 1.151700], [-1.297532, 4.657164, 1.937174], [-1.523235, 4.349410, 3.273468], [-0.973244, 3.200483, 3.827294], [-0.206080, 2.350722, 3.044692], [2.639422, 0.938272, 2.242031], [3.140435, -3.617659, 1.041455], [3.524911, -5.207386, 2.879452], [2.944311, -4.587478, 5.198868], [1.990277, -2.362288, 5.685932], [1.580476, -0.766374, 3.860565], [2.040119, -0.958279, -1.890984], [3.864127, -0.791258, -3.526403], [6.215888, -0.831984, -2.760607], [6.738870, -1.032162, -0.356211], [4.919715, -1.177433, 1.304354], [1.696311, 1.608024, -2.173718], [3.194608, 3.063466, -3.488657], [4.410926, 4.900957, -2.377899], [4.120591, 5.304514, 0.040255], [2.591556, 3.894491, 1.356979], [-0.324322, 4.077837, 0.118880], [-1.704931, 5.566198, 1.514300], [-2.113732, 5.015326, 3.888302], [-1.129060, 2.976582, 4.874204], [0.243746, 1.472048, 3.491874]], "forces_ev_per_a": [[-0.42, -0.04, 0.34], [-0.20, 0.24, -0.03], [0.16, -0.21, 0.12], [-0.12, 0.01, -0.20], [0.11, 0.03, 0.03], [-0.04, -0.02, 0.00], [-0.02, 0.00, 0.05], [0.02, -0.01, -0.05], [0.07, 0.02, -0.07], [0.00, 0.08, 0.06], [0.03, -0.09, -0.06], [0.02, -0.01, -0.07], [0.03, 0.07, 0.01], [-0.07, -0.05, -0.03], [0.00, -0.01, 0.00], [0.00, 0.12, -0.03], [-0.04, 0.12, 0.20], [0.12, -0.26, -0.07], [0.00, 0.00, 0.00], [0.00, 0.00, -0.01], [0.01, 0.00, 0.00], [-0.01, 0.01, 0.03], [0.00, 0.00, 0.01], [0.00, 0.00, 0.00], [0.06, -0.02, 0.03], [-0.01, 0.04, 0.01], [-0.01, -0.01, -0.09], [-0.02, 0.03, 0.02], [-0.03, -0.01, 0.04], [0.05, 0.03, 0.05], [0.02, -0.03, -0.02], [0.04, -0.09, 0.15], [0.05, -0.02, -0.13], [-0.07, 0.04, 0.07], [0.00, 0.03, -0.06], [-0.08, -0.10, 0.08], [-0.01, 0.04, -0.13], [0.24, 0.03, 0.05], [0.06, 0.04, 0.01], [-0.02, -0.02, -0.01], [-0.04, -0.01, 0.00], [0.05, 0.02, 0.00], [0.00, 0.00, 0.01], [0.00, -0.01, 0.00], [0.01, 0.01, -0.01], [-0.05, -0.04, -0.11], [0.13, 0.01, -0.08], [-0.01, 0.02, -0.03], [-0.01, 0.01, -0.01], [0.00, 0.00, 0.00], [0.00, 0.01, 0.00], [0.01, -0.01, 0.00], [0.00, 0.02, -0.01], [-0.16, 0.03, 0.01], [0.10, -0.08, 0.08], [-0.06, 0.00, -0.06], [0.03, -0.01, 0.06], [-0.01, 0.00, -0.03], [0.04, -0.01, 0.02], [0.04, 0.07, -0.10], [-0.08, -0.11, -0.05], [0.03, 0.04, 0.05], [-0.01, -0.02, -0.01], [-0.01, -0.01, 0.00], [0.02, 0.02, 0.00], [-0.01, 0.02, 0.03], [0.00, -0.02, -0.04], [0.00, -0.01, 0.03], [0.00, 0.01, -0.01], [0.02, -0.04, 0.00], [-0.03, 0.03, 0.01], [0.01, -0.01, 0.00], [0.00, 0.00, 0.00], [0.00, -0.01, 0.00], [0.00, 0.00, 0.00], [0.00, 0.00, 0.00], [0.00, 0.00, 0.00], [-0.01, -0.01, 0.01], [0.05, 0.06, -0.07], [0.01, 0.00, 0.01], [0.00, 0.00, 0.01], [-0.01, 0.00, 0.00], [0.01, 0.00, -0.01], [0.01, 0.00, -0.02], [0.00, 0.00, 0.01], [0.00, 0.00, 0.01], [-0.01, 0.00, 0.00], [0.01, 0.01, 0.00], [0.00, 0.01, 0.00], [0.00, 0.00, 0.01], [0.00, 0.00, 0.00], [0.00, 0.01, 0.00], [0.00, 0.01, 0.00]], "mulliken_charge": [0.463, 0.255, -0.633, 0.685, 0.384, -0.618, -1.266, 0.471, 0.489, -0.427, -0.604, 0.481, -0.398, -1.173, -0.565, 0.370, 0.767, -0.632, 0.601, 0.618, -0.255, 0.442, 0.504, 0.607, -0.037, -0.547, 0.129, 0.307, 0.524, -0.380, -0.518, 1.348, -0.811, -0.659, -0.404, -0.787, 0.108, 0.281, 1.023, -0.580, -0.579, 0.449, 0.636, 0.601, 0.622, 0.197, 0.728, 0.611, -0.714, -0.715, -0.624, -0.789, -0.409, 1.109, -0.080, -1.043, -0.757, -0.823, -0.761, 1.564, 0.637, -0.090, -0.951, -0.639, -0.792, -0.679, 0.757, -0.914, -0.702, -0.667, -0.885, -0.306, 0.450, 0.404, 0.468, 0.431, 0.486, 0.396, 0.174, 0.524, 0.480, 0.488, 0.550, 0.209, 0.489, 0.455, 0.474, 0.494, 0.663, 0.496, 0.451, 0.491, 0.373]}

[2]
{"formula": "C44H33MoN6O3P", "method": "ωB97M-V/def2-TZVPD", "homo_lumo_gap_ev": [5.375, 6.056], "multiplicity": 3, "s_squared": 2.015, "e_homo_ev": [-6.09, -6.76], "e_tot_ev": -72391.1550, "lumo_energy_ev": [-0.720, -0.700], "species": ["Mo", "O", "C", "N", "C", "C", "C", "C", "C", "C", "N", "C", "O", "C", "C", "C", "C", "C", "N", "C", "C", "C", "C", "C", "N", "H", "H", "H", "H", "H", "H", "H", "H", "H", "H", "H", "H", "O", "C", "C", "C", "C", "C", "C", "C", "P", "C", "C", "C", "C", "C", "C", "C", "C", "C", "C", "C", "C", "H", "H", "H", "H", "H", "H", "H", "H", "H", "H", "H", "H", "H", "H", "N", "C", "N", "C", "C", "C", "C", "C", "C", "H", "H", "H", "H", "H", "H", "H"], "coordinates": [[-0.331341, 0.116524, 0.311186], [-2.718591, 3.311997, 1.211034], [-2.328014, 2.215829, 0.818830], [-1.206845, 1.950111, 0.109684], [-0.623573, 2.876902, -0.713633], [-1.201294, 4.065848, -1.151948], [-0.557999, 4.802585, -2.125844], [0.641447, 4.362009, -2.670476], [1.243183, 3.208098, -2.212416], [0.632472, 2.463462, -1.202702], [1.120506, 1.278857, -0.676374], [2.472730, 1.110639, -0.776847], [3.268207, 2.039773, -0.752580], [3.003288, -0.273948, -0.993745], [4.352579, -0.491305, -0.712772], [4.909620, -1.716078, -1.018405], [4.102212, -2.675799, -1.610789], [2.776560, -2.358232, -1.864072], [2.226319, -1.195777, -1.555226], [-3.091900, 0.971901, 0.983926], [-4.406551, 1.003973, 1.410596], [-5.185757, -0.132599, 1.303209], [-4.606899, -1.250633, 0.695337], [-3.280591, -1.222579, 0.333458], [-2.478071, -0.150620, 0.508688], [-2.153509, 4.383273, -0.755861], [-1.011052, 5.716690, -2.477454], [1.104605, 4.920093, -3.470186], [2.169126, 2.869151, -2.649154], [4.927593, 0.306352, -0.272507], [5.948699, -1.918046, -0.802868], [4.507649, -3.635606, -1.891659], [2.124785, -3.069518, -2.356625], [-4.785665, 1.942954, 1.784660], [-6.216978, -0.137715, 1.611991], [-5.189266, -2.141141, 0.511078], [-2.858105, -2.084304, -0.168469], [-0.927193, -0.154060, -1.844943], [-0.496141, -1.158561, -1.281066], [-0.799236, -2.531418, -1.430501], [-1.066466, -3.183248, -2.648487], [-1.393954, -4.517545, -2.642827], [-1.464115, -5.229095, -1.443298], [-1.190188, -4.600842, -0.237139], [-0.850773, -3.259322, -0.208591], [-0.492649, -2.213592, 1.248870], [0.883377, -3.152106, 1.986286], [1.137686, -3.097188, 3.354092], [2.231273, -3.758943, 3.881692], [3.069865, -4.487781, 3.052825], [2.820293, -4.543057, 1.692310], [1.738537, -3.869272, 1.156584], [-1.747794, -2.511866, 2.550246], [-2.101592, -3.788530, 2.976266], [-3.026547, -3.954561, 3.990225], [-3.578920, -2.846561, 4.613088], [-3.184020, -1.574206, 4.236823], [-2.273747, -1.406621, 3.210703], [-1.024224, -2.609766, -3.562971], [-1.597904, -5.026108, -3.572446], [-1.739006, -6.273077, -1.450486], [-1.248209, -5.180791, 0.668821], [0.487000, -2.529578, 4.006446], [2.434278, -3.701819, 4.941541], [3.919609, -5.009685, 3.468619], [3.469873, -5.109452, 1.040579], [1.558733, -3.890029, 0.091040], [-1.639382, -4.649152, 2.519519], [-3.316278, -4.950368, 4.293828], [-4.300257, -2.978302, 5.404638], [-3.583263, -0.707236, 4.737943], [-1.960946, -0.408235, 2.927899], [2.390261, -0.688917, 1.800520], [1.483426, -0.528998, 1.103468], [0.302249, 1.539778, 2.332551], [-0.374452, 1.829943, 3.553750], [-0.991237, 3.055224, 3.772390], [-1.589361, 3.302848, 4.996345], [-1.576329, 2.342804, 5.995151], [-0.968660, 1.118958, 5.770113], [-0.362849, 0.863752, 4.555703], [1.214129, 1.131395, 2.554191], [0.472160, 2.411198, 1.819941], [-1.020054, 3.802646, 2.990177], [-2.048187, 4.262387, 5.179611], [-2.026212, 2.555908, 6.953690], [-0.950079, 0.374229, 6.551289], [0.127591, -0.080464, 4.357709]], "forces_ev_per_a": [[2.08, -1.18, 1.94], [-0.38, -0.45, -0.17], [1.11, 0.94, -0.14], [-1.41, 0.37, 0.19], [1.19, 0.82, -0.82], [-0.04, -0.13, 0.01], [0.02, 0.10, -0.13], [-0.12, 0.11, -0.04], [-0.13, -0.12, 0.06], [-0.71, 1.20, -0.16], [0.12, -0.57, -0.10], [0.18, 0.50, 0.29], [0.08, -0.40, -0.08], [0.70, -0.23, -0.34], [-0.14, -0.03, -0.15], [-0.21, 0.08, 0.07], [0.00, 0.03, -0.06], [0.28, -0.33, -0.05], [-0.04, 0.32, -0.16], [-0.29, -1.10, -0.04], [0.01, -0.02, 0.16], [0.61, -0.38, -0.48], [-0.60, 0.36, 0.37], [0.40, 0.31, -0.21], [-2.43, 0.20, 0.27], [0.03, 0.03, 0.03], [-0.03, 0.11, -0.06], [0.08, 0.09, -0.04], [0.05, 0.06, 0.04], [0.01, 0.08, 0.05], [0.07, -0.03, 0.00], [-0.06, -0.14, -0.04], [-0.06, -0.16, -0.02], [0.01, 0.07, 0.03], [-0.16, -0.02, 0.08], [0.03, -0.06, -0.03], [0.01, 0.13, 0.22], [-0.62, -1.26, -2.74], [-0.47, 3.30, 1.12], [-0.04, -2.77, -0.42], [0.17, 0.72, 0.60], [-0.09, -0.50, 0.14], [0.06, 0.33, -0.15], [-0.12, -0.25, -0.09], [-0.14, 0.72, -1.02], [0.19, -0.74, 0.74], [0.08, -0.09, -0.08], [-0.08, 0.01, -0.11], [-0.02, 0.01, 0.03], [0.04, -0.01, 0.00], [0.09, -0.07, -0.04], [-0.16, 0.07, 0.10], [0.00, 0.18, -0.12], [-0.02, 0.04, -0.16], [-0.03, -0.13, -0.04], [0.00, 0.04, 0.03], [-0.08, 0.01, 0.12], [0.14, -0.03, -0.11], [0.04, 0.01, -0.09], [-0.04, -0.05, -0.11], [0.01, -0.09, -0.02], [0.06, -0.03, 0.09], [-0.03, 0.01, 0.03], [-0.01, 0.00, 0.06], [0.06, -0.03, 0.03], [0.08, -0.02, -0.03], [0.08, -0.05, -0.03], [-0.02, -0.11, 0.06], [0.01, -0.06, 0.05], [-0.08, -0.01, 0.09], [-0.05, 0.14, 0.10], [-0.05, -0.10, 0.08], [0.51, -0.05, 0.18], [0.12, 0.04, 0.75], [0.40, 0.63, 0.36], [0.18, 0.00, 0.04], [-0.08, -0.10, -0.03], [0.01, -0.01, 0.02], [-0.11, 0.09, 0.14], [0.03, 0.01, 0.05], [-0.04, 0.04, -0.16], [-0.26, 0.08, -0.21], [-0.01, -0.36, 0.10], [0.05, -0.01, -0.03], [-0.08, 0.09, -0.02], [-0.06, 0.00, 0.06], [0.01, -0.11, 0.07], [0.09, -0.06, 0.06]], "lowdin_spin": [1.419, 0.012, 0.008, 0.001, 0.010, -0.002, 0.009, -0.003, 0.007, 0.000, 0.027, 0.009, 0.020, 0.001, 0.001, 0.001, 0.000, 0.000, 0.003, 0.015, 0.004, 0.009, 0.005, 0.008, 0.019, 0.000, 0.001, 0.000, 0.000, 0.000, 0.000, 0.000, 0.000, 0.000, 0.000, 0.000, 0.000, 0.212, 0.046, 0.005, 0.001, 0.001, 0.000, 0.001, 0.003, 0.016, 0.002, 0.000, 0.000, 0.000, 0.000, 0.000, -0.001, -0.001, 0.000, 0.000, 0.001, 0.006, 0.001, 0.000, 0.000, 0.000, 0.000, 0.000, 0.000, 0.000, 0.000, 0.000, 0.000, 0.000, 0.000, 0.005, 0.048, 0.014, 0.043, 0.004, 0.002, 0.000, 0.002, 0.000, 0.002, 0.001, 0.001, 0.000, 0.000, 0.000, 0.000, 0.001]}

Record order is preserved below.
Energy relative to the best compared isomer or geometry (same formula, charge and spin): 84.42; 148.18 kJ/mol